Record 1
The molecule C4N2 in a non-equilibrium geometry, computed with ωB97M-V/def2-TZVPD.

Values from the calculation:
* SMILES: N#CC#CC#N
* frontier orbital gap: 0.349 hartree
* energy relative to the best compared isomer or geometry (same formula, charge and spin): 119.99 kJ/mol
* highest occupied orbital energy: -11.47 eV

The geometry in ORCA input format:
```
! wB97M-V def2-TZVPD RIJCOSX def2/J DEFGRID3
* xyz 0 1
N 0.21834 -2.47237 -1.07853
C -0.37423 -1.55485 -0.70347
C -0.99271 -0.40532 -0.23246
C -0.26446 0.47839 0.18589
C 0.48666 1.49500 0.68223
N 0.92640 2.45914 1.14633
*
```

Record 2
A structure of composition C4N5S4 in a non-equilibrium geometry, computed with ωB97M-V/def2-TZVPD.

Values from the calculation:
* frontier orbital gap: 0.326 hartree
* energy relative to the best compared isomer or geometry (same formula, charge and spin): 79.74 kJ/mol
* highest occupied orbital energy: -14.06 eV

The geometry in ORCA input format:
```
! wB97M-V def2-TZVPD RIJCOSX def2/J DEFGRID3
* xyz 1 1
C 1.25066 -1.43583 -1.56176
C -1.51200 2.20502 -0.06086
C 1.53618 1.62515 1.42435
C -1.49577 -2.35072 0.31733
N 2.14702 -2.13466 -1.52366
N -2.44005 1.67938 0.38979
N 0.80446 2.49456 0.96582
N -0.77970 -1.50366 -0.20334
N 0.48194 0.60542 -0.54049
S -0.18852 -0.55587 -1.46814
S 0.21460 2.18581 -0.52940
S 2.48312 0.44965 1.76224
S -2.50195 -3.26425 1.02810
*
```